Molecular formula: C61H147N11O17
Method: DFT, ωB97M-V/def2-TZVPD

Atoms and positions in Å:
C1 5.5791 -4.3578 -1.7436
O1 4.4500 -4.2500 -0.9031
C2 3.9528 -5.5094 -0.3360
C3 2.4445 -5.2925 -0.1109
N1 1.7861 -6.5251 0.1826
C4 1.5891 -7.5037 -0.9081
C5 1.1152 -6.8741 -2.1874
O2 2.1728 -6.3666 -2.9725
C6 1.7382 -5.5904 -4.1340
H1 5.4360 -5.1933 -2.4575
H2 6.5528 -4.3265 -1.2035
H3 5.6112 -3.3339 -2.2427
H4 4.5944 -5.6340 0.4875
H5 4.0309 -6.3579 -1.0654
H6 2.0765 -4.8058 -1.0730
H7 2.2055 -4.5669 0.6886
H8 1.0301 -6.3915 0.8200
H9 0.7718 -8.1874 -0.5372
H10 2.4966 -8.1357 -0.9983
H11 0.5509 -6.0344 -1.8783
H12 0.5118 -7.6661 -2.6826
H13 1.3018 -6.2859 -4.8110
H14 2.7084 -5.2434 -4.5699
H15 1.0889 -4.7444 -3.7863
C7 1.2728 8.1241 4.0434
O3 1.9081 7.0309 4.6148
C8 3.1916 7.2297 5.1766
C9 4.3037 6.9953 4.1149
N2 4.4492 5.6958 3.5916
C10 3.3797 5.1797 2.7353
C11 2.7619 3.8568 3.2901
O4 1.8571 3.2747 2.3192
C12 0.5283 3.1514 2.7592
H16 1.3314 9.0263 4.6895
H17 0.2793 7.7898 3.8444
H18 1.7169 8.4424 3.1280
H19 3.2480 6.5318 6.0166
H20 3.3949 8.1996 5.5864
H21 5.2066 7.3044 4.6768
H22 4.1033 7.7490 3.3193
H23 5.4095 5.3840 3.3765
H24 3.6786 4.9691 1.6793
H25 2.6694 6.0045 2.6865
H26 2.3146 3.9650 4.2728
H27 3.6180 3.1981 3.3011
H28 0.1369 4.0983 3.1348
H29 0.5211 2.4004 3.5579
H30 -0.1700 2.9084 1.9876
C13 5.0353 0.1556 -5.2225
O5 4.8184 -0.0172 -3.7972
C14 3.3712 0.0346 -3.5549
C15 2.7362 1.4160 -3.9141
N3 3.4562 2.4989 -3.2720
C16 4.3075 3.3819 -4.1008
C17 3.6250 4.6245 -4.5174
O6 2.6426 4.3273 -5.4109
C18 2.4269 5.3443 -6.3760
H31 4.4570 -0.6951 -5.6693
H32 6.0798 -0.1041 -5.4657
H33 4.8361 1.1555 -5.6809
H34 3.3147 -0.0324 -2.4232
H35 2.9753 -0.8595 -4.0807
H36 1.6823 1.3623 -3.5075
H37 2.6723 1.5285 -5.0250
H38 4.1047 2.1370 -2.5773
H39 4.8058 2.8516 -4.9167
H40 5.0928 3.5805 -3.3709
H41 4.3455 5.3026 -4.9930
H42 3.2128 5.1309 -3.6688
H43 2.9490 5.0950 -7.2890
H44 2.7608 6.3326 -5.9206
H45 1.3584 5.4202 -6.4920
C19 -4.9632 -6.8578 -1.4074
O7 -5.3269 -5.7724 -0.4974
C20 -5.9527 -4.6981 -1.2071
C21 -6.2944 -3.6187 -0.2009
N4 -5.2536 -2.6226 0.0249
C22 -5.5613 -1.3502 0.7088
C23 -6.2506 -1.5584 2.1283
O8 -5.3185 -2.2030 2.9512
C24 -5.8001 -2.6376 4.1880
H46 -4.1348 -6.4809 -2.0177
H47 -5.7582 -7.1688 -2.0499
H48 -4.6419 -7.6485 -0.6931
H49 -6.8373 -5.1429 -1.7106
H50 -5.2777 -4.2394 -2.0032
H51 -6.5522 -4.2164 0.6859
H52 -7.1350 -3.0902 -0.6590
H53 -4.3969 -2.9731 0.3384
H54 -6.1159 -0.6484 0.1054
H55 -4.5430 -0.8612 0.8533
H56 -7.1574 -2.1796 2.0077
H57 -6.5591 -0.6426 2.6062
H58 -6.1707 -1.7675 4.8370
H59 -5.0602 -3.2203 4.7720
H60 -6.6412 -3.3035 4.0225
C25 -6.4133 2.4333 1.7581
O9 -5.1779 1.8594 2.1774
C26 -4.5540 2.5815 3.1775
C27 -3.0534 2.4583 2.8747
N5 -2.7172 2.7541 1.5180
C28 -2.7668 4.1938 1.2446
C29 -3.1091 4.4103 -0.2143
O10 -4.5166 4.0619 -0.3646
C30 -4.9025 3.5333 -1.6179
H61 -6.2677 3.5117 1.5594
H62 -7.2118 2.3649 2.4998
H63 -6.6837 1.9518 0.8259
H64 -4.7201 2.0673 4.1005
H65 -4.9586 3.5676 3.2920
H66 -2.8023 1.4279 3.1585
H67 -2.3501 2.9955 3.6156
H68 -3.3209 2.3198 0.8611
H69 -1.8214 4.7108 1.4293
H70 -3.5461 4.6449 1.8071
H71 -2.4935 3.8215 -0.9173
H72 -2.9491 5.4551 -0.4252
H73 -5.9998 3.4838 -1.6546
H74 -4.5856 2.4488 -1.7242
H75 -4.4907 4.0798 -2.4601
C31 4.7936 -0.3234 0.0557
O11 3.4031 -0.3509 0.0639
C32 2.8180 0.8879 0.1686
C33 1.3117 0.9467 0.0918
N6 0.7408 -0.0159 1.0429
C34 -0.7160 0.0459 1.0154
C35 -1.3677 -0.7650 2.1270
O12 -0.9333 -2.1696 1.9505
C36 -1.3492 -2.9868 3.0034
H76 5.1934 0.2225 -0.7951
H77 5.1392 -1.3191 0.1296
H78 5.2203 0.2133 0.8960
H79 3.2608 1.5342 -0.5566
H80 3.0547 1.4554 1.1131
H81 0.8911 0.8706 -1.0207
H82 1.0899 1.9799 0.3085
H83 1.1835 -0.8985 0.9976
H84 -1.2495 -0.2126 0.0616
H85 -1.0985 1.0075 1.1958
H86 -2.4671 -0.7402 2.1622
H87 -0.9524 -0.3837 3.0328
H88 -2.4496 -3.1796 2.8569
H89 -1.1906 -2.5419 3.9959
H90 -0.8214 -3.9538 2.9324
C37 0.2217 7.3222 0.2623
O13 -0.4336 6.1438 -0.1988
C38 0.5539 5.2661 -0.6077
C39 -0.0409 4.0963 -1.4150
N7 -0.8422 4.4044 -2.5634
C40 -0.8889 3.4731 -3.6463
C41 -1.6385 3.9831 -4.8680
O14 -0.9496 5.1322 -5.2826
C42 -1.7967 6.2704 -5.5311
H91 1.1626 7.0413 0.8096
H92 -0.4859 7.7918 0.9095
H93 0.5324 8.0308 -0.4904
H94 1.1160 4.8422 0.2617
H95 1.2769 5.8344 -1.1559
H96 -0.4828 3.3537 -0.7629
H97 0.9004 3.5500 -1.7051
H98 -0.7017 5.3038 -2.9200
H99 -1.3256 2.5578 -3.3294
H100 0.2398 3.1938 -3.8515
H101 -2.6262 4.2038 -4.5602
H102 -1.7385 3.2488 -5.7336
H103 -2.5322 6.0913 -6.2952
H104 -1.1940 7.0984 -5.8449
H105 -2.2468 6.5371 -4.5441
C43 -2.1339 -6.5043 1.5064
O15 -0.9923 -6.4605 1.9729
N8 -2.6157 -5.6129 0.5091
N9 -3.0701 -7.4763 1.8299
H106 -3.5642 -5.4345 0.3693
H107 -2.1483 -4.7161 0.4996
H108 -2.9112 -8.1021 2.5609
H109 -4.0434 -7.2827 1.6810
C44 3.4255 -0.3655 3.5620
C45 3.1657 -1.7346 4.1954
C46 4.4621 -2.5230 4.4084
C47 5.2987 -1.9482 5.5409
C48 4.4788 -1.8234 6.7940
C49 3.2150 -1.0404 6.6488
N10 2.4959 -1.6059 5.5087
O16 1.2825 -0.8428 5.2800
C50 2.3064 -1.1378 7.8725
C51 3.6278 0.4928 6.4805
C52 2.2221 -2.5585 3.3279
H110 2.5934 0.3324 3.7833
H111 3.4684 -0.4440 2.5149
H112 4.4266 -0.0518 3.8649
H113 4.1868 -3.6341 4.5323
H114 5.0090 -2.5147 3.4572
H115 5.6209 -0.9084 5.2634
H116 6.1482 -2.5755 5.8043
H117 5.0885 -1.3433 7.5557
H118 4.2521 -2.8866 7.1686
H119 2.8628 -0.8907 8.7428
H120 1.5263 -0.3626 7.8640
H121 1.8030 -2.1061 7.9063
H122 4.5398 0.6095 5.9109
H123 2.8817 1.0364 5.9514
H124 3.7835 1.0431 7.4371
H125 2.0643 -3.4809 3.7776
H126 2.7164 -2.7435 2.3510
H127 1.3552 -1.8834 3.0831
H128 0.6374 -1.4559 5.5836
C53 -2.4327 -4.3506 -5.9503
C54 -2.6109 -3.5211 -4.7025
C55 -1.9984 -4.3141 -3.5537
C56 -1.7860 -3.4932 -2.3000
C57 -0.9976 -2.2748 -2.4527
C58 -1.5530 -1.3524 -3.5038
N11 -1.7407 -2.2359 -4.7343
O17 -2.1019 -1.4591 -5.8719
C59 -2.7649 -0.4428 -3.2317
C60 -0.4056 -0.4707 -3.9728
C61 -4.0950 -3.2190 -4.4733
H129 -2.4993 -5.4327 -5.7220
H130 -1.4268 -4.1566 -6.3685
H131 -3.2377 -4.2487 -6.6914
H132 -2.5531 -5.2724 -3.4657
H133 -1.0620 -4.6431 -3.9597
H134 -1.1612 -4.1426 -1.6063
H135 -2.7320 -3.1505 -1.8569
H136 -0.0060 -2.4894 -2.7911
H137 -0.9666 -1.8045 -1.4078
H138 -3.3097 -0.2664 -4.1699
H139 -3.4169 -0.8571 -2.4460
H140 -2.3844 0.5189 -2.7937
H141 -0.6880 0.3485 -4.6338
H142 0.2468 -0.0763 -3.1766
H143 0.2758 -1.1008 -4.5187
H144 -4.6310 -4.1991 -4.5025
H145 -4.5253 -2.6015 -5.2471
H146 -4.2944 -2.7678 -3.4758
H147 -3.0498 -1.2208 -5.8241

Cartesian forces, eV/Å:
C -0.164 1.972 -0.238
O -0.366 -0.962 -0.020
C -0.558 1.493 -2.147
C 0.234 0.843 -0.691
N 0.544 -0.733 -0.069
C -0.255 -0.195 1.977
C 0.493 -1.066 -0.541
O 0.095 0.093 -0.831
C 1.747 0.037 2.008
H 0.513 0.456 0.249
H -0.484 -0.887 -0.052
H -0.140 -1.417 -0.066
H 0.248 -0.881 1.559
H 0.279 0.730 0.459
H 0.426 -0.370 0.913
H 0.401 -0.345 -0.244
H -0.675 -0.301 -0.002
H 0.788 0.582 -0.433
H -0.418 0.360 -0.371
H -1.446 0.817 0.140
H 0.120 0.716 -0.417
H -0.902 -0.195 -0.768
H -1.018 0.076 0.284
H 0.457 -0.680 -0.626
C 0.468 0.857 0.793
O 0.154 -0.335 0.862
C 0.437 -1.473 -1.018
C -0.097 1.564 1.067
N 0.661 -1.971 -0.352
C -0.171 0.045 -0.133
C 0.225 0.489 -1.683
O 0.474 0.718 -0.056
C 0.308 0.328 1.279
H -0.444 -0.478 0.000
H -0.866 0.190 -0.042
H 0.525 0.095 -1.115
H 0.231 -0.176 -0.216
H -0.489 1.011 0.135
H -0.048 -0.220 -0.647
H 0.247 -0.060 0.235
H -1.121 0.494 0.143
H 0.125 0.099 0.693
H -0.422 -0.343 -0.113
H -0.093 0.063 0.105
H 0.182 -0.540 0.555
H 0.144 0.270 0.397
H -0.480 -0.013 -0.031
H 0.002 -0.627 -0.869
C 0.317 -1.665 0.176
O -0.761 1.307 -1.248
C 1.307 0.442 1.193
C -0.724 -1.331 -0.252
N 0.380 0.307 -0.254
C 0.429 -1.280 1.611
C 1.403 0.511 -0.157
O -1.413 -0.476 -1.475
C 0.000 0.918 1.687
H 0.093 1.077 -0.348
H -0.223 0.280 0.486
H -0.272 -0.932 0.637
H -0.198 -0.472 -1.315
H -0.435 0.650 0.449
H 0.956 0.144 -0.597
H 0.014 0.244 0.896
H -0.537 -0.343 -0.095
H -0.273 0.241 -0.243
H 0.362 0.731 -0.356
H 0.277 -0.014 0.165
H -0.281 0.425 0.893
H 0.141 0.219 -0.361
H -0.213 -0.949 -0.906
H -0.385 -0.031 -0.484
C 1.181 0.990 2.044
O -0.141 -0.425 -1.229
C 0.947 0.070 -0.792
C -0.007 0.115 -0.201
N -1.358 1.077 -0.981
C 1.228 -0.739 1.680
C 0.363 -0.291 -1.297
O 1.143 -0.385 0.031
C -0.772 0.742 1.074
H 0.064 -0.420 0.021
H -0.832 -0.190 -0.208
H -0.082 0.247 -1.019
H 0.175 0.578 0.255
H -0.558 -0.773 0.789
H -0.501 0.548 0.186
H -0.269 0.024 0.592
H 1.182 -0.782 0.679
H -0.535 -0.057 -0.352
H -1.310 -0.471 0.107
H 0.179 0.029 -0.040
H -0.101 0.757 -0.070
H 0.507 -0.981 -0.768
H -0.014 0.580 -0.657
H -0.442 -0.203 0.092
C 0.647 0.700 -0.105
O -1.489 -0.213 -1.064
C 1.260 -0.431 0.586
C 0.833 -0.094 1.720
N 1.529 1.242 0.319
C 0.601 -0.915 -1.327
C -0.773 -0.551 -0.060
O 0.374 0.157 -0.143
C 0.199 -1.497 0.437
H -0.020 -0.385 -0.102
H -0.006 -0.387 0.135
H -0.212 -0.144 -0.042
H -0.204 -0.212 1.076
H -0.049 0.840 -0.258
H -0.061 -0.164 -0.592
H -1.298 -0.117 -1.172
H -0.792 -0.664 -0.210
H 0.040 -0.217 0.252
H -0.759 0.775 0.713
H -0.300 0.172 0.426
H -0.086 0.450 -0.436
H 0.290 0.420 0.000
H 0.025 0.956 0.095
H -0.032 0.282 -0.172
C 0.180 1.079 0.258
O -0.691 -1.276 0.211
C 0.040 2.051 1.130
C -0.213 -1.337 -1.848
N -1.312 2.730 -0.565
C -0.835 -2.064 -0.187
C 0.991 -1.882 -1.161
O -0.001 1.714 0.004
C -1.145 -0.814 -0.265
H 0.010 -0.228 -0.667
H 0.388 -1.112 -0.348
H -0.172 0.243 0.718
H 0.126 0.727 -1.139
H 0.115 -1.009 -0.189
H 0.782 -0.466 1.770
H -0.374 0.266 0.642
H 0.019 -1.098 -0.306
H 0.824 -0.210 0.100
H 0.164 1.815 0.226
H 0.193 0.185 -0.214
H 0.223 0.070 1.135
H 0.667 0.017 0.536
H 0.069 0.006 -0.132
H -0.148 0.439 0.056
C 0.377 -0.895 0.938
O -0.008 1.371 0.369
C -0.405 -1.836 -0.173
C 2.448 -0.546 -0.264
N -1.490 -0.001 0.772
C 3.057 -1.076 -0.501
C 1.269 -0.912 -0.425
O -0.233 1.341 -0.939
C 0.369 -0.729 1.709
H -0.857 0.257 -0.081
H -0.232 0.545 0.616
H -0.104 0.024 -0.815
H -0.407 0.076 -0.346
H 0.649 0.115 -0.969
H -0.724 0.047 0.390
H -0.357 0.202 -0.252
H 0.493 1.545 -0.344
H -0.604 -1.000 0.426
H -1.882 0.278 -0.477
H -1.304 0.503 0.377
H 0.437 0.552 1.168
H -0.526 -0.274 -0.241
H 0.587 0.311 -0.180
H -0.178 0.009 -0.839
C -0.093 0.617 -0.294
O -1.521 -0.114 -0.740
N 2.678 -0.183 1.263
N -0.077 1.142 -1.162
H -2.055 -0.520 -0.072
H 0.630 -0.258 0.071
H 0.748 -0.795 1.168
H -0.072 0.203 -0.229
C -0.016 0.006 0.940
C -0.171 -0.040 0.227
C -0.257 -1.356 -0.380
C -0.129 0.661 -0.363
C 0.072 -2.108 1.310
C -0.269 2.044 -0.354
N -0.563 -0.079 -0.140
O 1.281 0.500 0.058
C -0.723 0.414 -0.816
C 0.149 -0.491 0.796
C 0.532 2.844 -2.041
H 0.780 -0.201 0.045
H -0.051 -0.326 -1.504
H -0.352 0.654 0.136
H 0.437 1.533 0.326
H 0.016 0.151 0.098
H 0.206 -1.099 0.081
H 0.295 0.148 -0.414
H 0.030 -0.002 0.296
H 0.130 1.373 -0.394
H 0.653 -0.320 0.975
H 0.098 -0.220 -0.382
H 0.282 -0.067 0.281
H 0.211 -0.039 -0.052
H -0.810 0.335 -0.406
H -0.141 -0.751 -0.343
H -1.004 -1.601 0.852
H -0.116 0.061 0.417
H 0.400 -1.308 0.435
H -0.994 -0.679 0.296
C 0.307 -0.555 -0.854
C 0.238 1.685 1.087
C -0.587 -0.058 -0.524
C -0.069 -2.430 1.343
C -0.099 1.722 1.221
C -0.046 0.620 -2.098
N -1.037 -1.353 -0.554
O -0.148 -0.077 0.143
C 0.393 0.001 1.440
C 1.049 0.582 0.136
C -0.184 -0.956 1.033
H 0.222 0.453 0.271
H -0.634 -0.093 -0.076
H 0.441 0.596 -0.039
H -0.043 0.652 0.550
H 0.896 -0.090 0.052
H -1.290 0.556 -0.257
H -0.061 -0.748 0.243
H 0.885 -0.243 0.097
H 0.272 -0.201 -1.576
H 0.068 0.207 0.538
H -0.138 -0.005 -0.453
H -0.427 -0.664 -0.614
H -0.168 -0.011 0.094
H -0.767 0.049 0.238
H 0.245 -0.286 -0.487
H 0.196 0.685 -0.008
H -0.138 0.278 -0.292
H 0.147 -0.184 -0.685
H 0.386 -0.198 0.186

- Total energy: -4293.23484 Eh
- HOMO-LUMO gap: 8.20 eV
- E_LUMO: 0.58 eV
- SMILES string: CC1(C)CCCC(C)(C)N1O.CC1(C)CCCC(C)(C)N1O.COCCNCCOC.COCCNCCOC.COCCNCCOC.COCCNCCOC.COCCNCCOC.COCCNCCOC.COCCNCCOC.NC(N)=O

Mulliken atomic charge list, values in e, 4 entries: C -0.672; O -0.073; C -0.950; C 1.023